1.
9
Properties=species:S:1:pos:R:3:forces:R:3 method="wB97M-V/def2-TZVPD" de_lowest_kcal_mol=101.4 lumo_ev=0.8 homo_lumo_gap_ha=0.3682 e_homo_ev=-9.2
H -1.1529 -0.0656 -2.9235 -3.5 0.3 -1.9
N -0.3174 -0.0188 -2.4859 3.0 -0.9 1.0
C -0.2921 0.4358 -1.3508 2.0 2.2 3.2
S 1.5130 0.4106 -0.4543 -2.0 -0.5 -1.6
O 1.0855 0.6833 1.1032 0.6 0.2 0.5
N 0.4270 -0.3228 1.7978 -2.7 -1.2 0.3
H -1.0084 1.0978 -0.6999 0.8 -1.5 -1.2
H -0.3750 -0.6286 1.2084 0.8 0.3 0.7
H 0.8757 -1.1836 2.1584 1.0 1.1 -1.0

2.
63
Properties=species:S:1:pos:R:3:forces:R:3 method="wB97M-V/def2-TZVPD" lumo_ev=-1.0 homo_lumo_gap_ha=0.1144 e_homo_ev=-4.1
C -2.3466 -4.6241 -1.8762 -0.2 -0.1 -0.1
C -2.0214 -3.1831 -2.2690 -0.1 -0.3 -0.1
C -0.6299 -2.7525 -1.8043 -0.6 0.2 -0.3
C -0.4998 -1.2296 -1.8336 0.5 -0.3 -0.1
C 0.7486 -0.6487 -1.1170 -0.8 -0.2 0.0
O 1.6308 -1.7215 -0.8528 0.0 0.5 0.0
C 2.8012 -1.4827 -0.0901 1.0 -0.5 -0.1
C 3.1568 -2.8567 0.4975 -0.4 0.0 -0.2
C 3.9504 -0.9817 -1.0087 0.0 0.7 0.7
Cl 5.5257 -1.2141 -0.1398 -0.1 0.0 -0.1
C 3.8414 0.4991 -1.4560 0.5 -0.2 -0.3
C 4.7341 1.5456 -0.7899 -0.5 0.3 -0.2
C 2.5757 -0.5668 1.1064 -0.3 -0.2 0.2
N 1.6216 0.5494 0.8587 0.2 -0.1 0.6
C 0.3327 0.1012 0.1652 -0.1 0.3 -1.3
C -0.4242 -0.8167 1.0995 -0.4 -0.1 0.4
O -0.0933 -0.4574 2.4521 -0.5 -0.2 0.5
C -1.0032 -0.8480 3.3969 -0.2 0.0 0.4
F -0.4081 -0.7450 4.6026 -0.7 -0.1 -1.1
F -2.1131 -0.0652 3.3743 1.0 -0.9 0.1
F -1.3923 -2.1367 3.1979 0.3 1.1 0.3
N -0.4289 1.2342 -0.2353 0.2 -0.3 0.7
C -0.9574 2.0969 0.8326 0.0 0.8 -0.6
C -1.6960 3.2961 0.2212 0.1 -0.3 0.3
C -2.8601 3.7112 1.1195 0.6 -0.5 -0.3
H -1.4513 -5.2184 -1.7143 0.2 0.0 0.0
H -2.9510 -4.6751 -0.9755 0.1 0.0 0.2
H -2.9197 -5.1263 -2.6495 -0.1 -0.1 -0.1
H -2.7839 -2.5098 -1.8831 -0.1 0.1 0.2
H -2.0973 -3.1058 -3.3514 0.1 0.2 -0.2
H -0.4520 -3.1820 -0.8239 0.2 0.0 0.2
H 0.0785 -3.1722 -2.5115 0.4 -0.2 0.2
H -1.4036 -0.7584 -1.4684 -0.1 0.2 0.2
H -0.4205 -0.9435 -2.8783 -0.1 0.1 -0.2
H 1.1774 0.0836 -1.8003 0.2 0.1 0.0
H 2.2307 -3.3995 0.6689 -0.2 0.1 0.1
H 3.6752 -2.7677 1.4428 0.3 0.0 0.1
H 3.7378 -3.4454 -0.2000 0.2 -0.1 -0.1
H 4.0294 -1.6353 -1.8649 -0.2 -0.2 -0.2
H 4.0903 0.5161 -2.5135 -0.1 0.1 -0.2
H 2.8184 0.8516 -1.4005 -0.1 -0.2 -0.1
H 4.3689 2.5242 -1.0993 0.0 0.1 0.0
H 4.6962 1.5318 0.2938 0.2 -0.1 0.2
H 5.7561 1.4880 -1.1362 0.2 -0.2 0.2
H 3.5064 -0.1785 1.5026 0.2 0.2 -0.1
H 2.1329 -1.1566 1.9019 -0.2 0.0 0.1
H 2.0182 1.3199 0.3262 0.1 -0.1 -0.2
H 1.3611 0.9379 1.7681 -0.1 0.0 0.0
H -1.4855 -0.6774 0.9199 -0.1 0.1 0.0
H -0.1939 -1.8631 0.9382 0.3 -0.1 0.0
H 0.0684 1.7842 -0.9244 -0.1 0.1 -0.2
H -1.6538 1.5524 1.4557 0.0 -0.3 0.1
H -0.1517 2.5074 1.4535 0.0 -0.2 0.4
H -0.9970 4.1172 0.0747 0.1 0.1 -0.1
H -2.0499 2.9771 -0.7557 -0.2 0.2 -0.2
H -3.2025 4.7210 0.9093 -0.4 0.1 -0.1
H -3.6754 3.0249 0.9205 -0.3 0.1 0.1
H -2.5737 3.5647 2.1613 0.0 0.3 0.2
C -5.8517 4.7474 0.7283 -0.3 -0.3 0.4
O -5.0253 5.4778 -0.0331 0.1 -0.1 0.0
H -5.4694 3.7163 1.0107 -0.1 0.1 0.0
H -6.1131 5.1719 1.7408 0.1 0.1 -0.1
H -6.8682 4.4964 0.3150 0.1 0.2 -0.2

3.
141
Properties=species:S:1:pos:R:3:forces:R:3 method="wB97M-V/def2-TZVPD" charge=+1 lumo_ev="-3.7 / -4.1" homo_lumo_gap_ha="0.2275 / 0.2123" e_homo_ev="-9.9 / -9.9" multiplicity=3
C -2.8488 5.0521 1.8085 1.0 0.2 0.5
C -3.4831 4.4559 0.6393 -0.6 2.3 0.5
N -3.2641 3.0327 0.0572 -0.4 4.1 1.3
C -4.6461 2.5733 0.4034 -3.7 -1.7 2.1
C -5.2339 1.1408 0.1878 -2.2 -5.5 -0.4
C -5.5800 0.2287 1.4325 -0.2 -0.4 -2.2
C -6.2076 -1.1700 1.3695 0.1 1.4 -2.8
C -6.5949 -1.8152 0.0181 1.7 4.1 -0.1
C -6.3098 -0.9638 -1.2465 0.6 1.2 3.2
C -5.6713 0.4550 -1.1537 -0.5 -1.4 2.4
C -2.0786 2.4233 0.8014 3.5 -3.2 0.2
C -2.2090 1.6616 2.1710 -1.6 -0.6 1.9
C -1.8943 2.4141 3.5539 -0.2 -0.5 0.5
C -0.3688 2.7914 3.8390 0.4 -1.1 2.4
S 0.2143 4.3794 3.0761 0.5 -0.1 -0.7
C 2.0299 4.6107 3.3069 2.0 0.6 1.7
S 2.5948 5.4816 4.6411 -1.2 -1.6 -2.3
N 3.0604 4.1190 2.3782 2.3 -1.7 -2.4
C 3.1663 4.1892 0.9334 0.6 -0.8 -1.8
C 4.4089 3.4883 0.3571 -4.3 2.2 6.0
N 5.0494 3.0287 1.5840 -2.7 1.5 1.9
C 4.2980 3.3950 2.7364 0.1 0.2 -3.5
C -1.4031 1.4027 -0.2652 -0.3 0.5 -1.3
C 0.0381 0.7418 0.0091 0.4 -0.3 1.6
C 1.0057 1.4850 1.0346 0.9 -1.7 -0.1
N 1.7644 0.7304 1.8084 -1.7 3.1 -1.4
P -2.3390 -0.1381 -0.8877 -2.8 0.2 -0.4
C -1.3703 -1.1021 -2.1939 0.8 -0.5 -0.7
C -2.7722 -1.3548 0.4845 0.5 -1.5 0.2
C -1.5952 2.4128 -1.5601 1.8 -2.4 0.2
Cl 0.1269 3.0063 -1.7904 -0.6 0.7 -0.1
C -2.8291 3.4826 -1.3516 1.8 -3.3 -4.2
C -3.7525 3.1481 -2.6183 -2.0 -0.7 -0.6
C -5.2628 3.7804 -2.5625 -0.3 0.4 0.2
C -3.2559 3.6411 -4.0587 -0.2 0.2 -0.2
C -1.9863 2.9626 -4.7219 -0.4 0.5 -1.4
C -1.9707 3.4342 -6.2908 1.4 0.2 0.3
P -2.1005 5.2781 -1.4787 1.7 1.6 1.1
O -1.1305 5.5204 -2.8470 -1.3 -0.6 0.8
Br -3.7434 6.8248 -1.9431 0.5 -1.0 -0.1
H -3.3211 5.0529 2.8437 0.7 0.0 -1.5
H -1.8548 5.6144 1.6452 -1.8 -0.8 0.4
H -4.3585 5.0894 0.2279 1.5 -1.7 0.2
H -5.5028 3.2824 0.0808 2.1 -0.9 -0.1
H -4.6825 2.7216 1.5605 0.2 -0.4 -1.9
H -5.3443 0.6423 2.4852 -0.5 -0.7 -1.8
H -6.4239 -1.7292 2.3473 0.4 1.0 -1.7
H -7.0966 -2.8369 -0.0892 0.9 1.7 0.4
H -6.6153 -1.3929 -2.2653 0.6 0.9 1.7
H -5.5473 0.9989 -2.1365 0.0 -0.8 1.4
H -1.1662 3.1233 0.9598 -2.1 -0.1 -0.6
H -3.2767 1.2463 2.3464 1.7 0.7 -0.6
H -1.5613 0.7010 2.2146 -0.8 1.8 -0.6
H -2.6437 3.2561 3.8177 1.5 -1.2 -0.7
H -2.1337 1.6131 4.3622 0.5 1.3 -1.3
H -0.3115 2.9720 4.9847 -0.1 -0.2 -1.9
H 0.3410 1.8923 3.6781 -1.3 1.5 -0.2
H 2.3089 4.7136 0.3684 1.6 -0.9 1.0
H 4.6995 3.3758 -0.7346 -0.2 0.1 2.0
H 4.4890 3.2251 3.8427 0.1 0.0 -1.9
H 0.5998 0.4141 -0.9470 -1.0 1.0 1.5
H -0.1993 -0.2743 0.5217 0.5 1.7 -0.7
H 1.0305 2.6276 0.9968 0.0 -1.6 0.2
H 2.3387 1.3960 2.3761 -0.2 -0.7 -0.4
H -2.0844 -1.2927 -3.0804 1.0 0.3 1.6
H -0.4823 -0.5115 -2.6465 -1.3 -1.1 0.9
H -1.0344 -2.1348 -1.8025 -0.3 1.7 -0.6
H -1.9273 -2.1352 0.6198 -1.3 1.2 0.1
H -3.0481 -0.8940 1.4874 0.5 -0.5 -1.5
H -3.6962 -1.9613 0.1450 1.5 1.1 0.4
H -1.6966 1.6402 -2.3930 -0.4 2.0 0.5
H -3.7736 1.9926 -2.7006 -0.3 1.8 0.4
H -5.4197 4.4820 -1.6734 0.2 -1.0 -1.2
H -5.4976 4.4313 -3.4893 0.6 -1.1 1.5
H -6.0852 2.9960 -2.5237 1.2 0.8 0.0
H -4.1331 3.3921 -4.7790 1.3 0.2 1.4
H -3.2510 4.8005 -4.0517 0.4 -1.9 -0.2
H -2.1171 1.8131 -4.7252 0.4 1.8 0.3
H -0.9791 3.2979 -4.3059 -1.6 -0.7 -0.2
H -2.5366 4.4232 -6.4469 0.6 -1.7 0.2
H -2.2857 2.6051 -7.0060 0.1 1.3 1.0
H -0.8691 3.6768 -6.5551 -1.8 -0.4 0.3
H -0.1979 5.7055 -2.6009 -0.8 -0.3 0.2
C 10.3280 0.5636 -2.2873 -0.1 0.3 0.0
C 9.2730 -0.5713 -2.2798 1.9 0.3 -0.8
C 8.3961 -0.4563 -3.5433 -0.4 0.0 0.1
C 7.4434 0.7337 -3.4920 0.1 0.1 0.0
C 6.6019 0.7097 -2.2208 0.1 -0.4 -0.3
C 7.4165 0.5266 -0.9201 -0.5 1.8 1.1
N 8.4645 -0.5333 -1.0219 -2.8 -3.1 -1.2
O 7.8409 -1.7383 -0.8989 1.5 2.0 0.3
C 8.0850 1.8604 -0.5093 0.1 0.3 -0.3
C 6.4064 0.2651 0.2312 0.1 -0.7 -0.3
C 10.1366 -1.8561 -2.3774 -0.5 -0.3 0.3
H 11.1163 0.3596 -3.0185 -0.2 -0.2 0.1
H 9.9254 1.5341 -2.5747 0.0 0.0 0.1
H 10.8122 0.6644 -1.3122 -0.1 0.0 0.0
H 7.8078 -1.3725 -3.6768 0.1 0.0 0.2
H 9.0286 -0.3710 -4.4331 0.1 0.0 0.2
H 7.9949 1.6763 -3.5600 0.0 -0.1 0.0
H 6.7839 0.7071 -4.3635 0.0 0.0 0.0
H 6.0143 1.6330 -2.1664 0.1 0.0 0.2
H 5.8746 -0.1074 -2.3157 0.1 0.0 0.2
H 8.7603 1.7156 0.3373 0.0 -0.1 -0.1
H 7.3351 2.5960 -0.2012 -0.1 -0.3 0.0
H 8.6386 2.3390 -1.3160 0.1 -0.1 0.0
H 5.7467 -0.5824 0.0236 0.3 -0.1 0.0
H 5.7526 1.1293 0.3818 0.4 -0.1 -0.2
H 6.9231 0.0747 1.1765 0.0 0.0 -0.1
H 10.8146 -1.9363 -1.5220 -0.1 0.0 0.0
H 10.7507 -1.8393 -3.2832 -0.1 0.3 0.1
H 9.5417 -2.7700 -2.4315 -0.1 0.2 0.2
C -4.5173 -7.5029 3.1557 0.2 -0.1 0.3
C -3.8066 -6.8552 1.9407 -1.7 -1.3 0.3
C -2.7881 -7.8555 1.3571 0.4 0.2 0.0
C -1.5689 -8.0444 2.2536 -0.1 0.0 0.1
C -0.9186 -6.7066 2.5866 -0.1 -0.1 -0.5
C -1.8995 -5.6342 3.1126 0.9 0.4 2.0
N -3.1703 -5.5581 2.3299 2.0 0.7 -3.9
O -2.9044 -4.8716 1.1838 -0.9 -0.7 2.2
C -2.2373 -5.8946 4.6001 0.0 -0.4 0.1
C -1.1355 -4.2811 3.1515 -0.4 0.1 -0.7
C -4.9601 -6.6547 0.9231 0.4 0.5 -0.2
H -5.2398 -8.2573 2.8293 0.1 0.2 -0.2
H -3.8428 -8.0342 3.8256 0.0 0.1 0.0
H -5.0693 -6.7598 3.7378 0.1 0.0 -0.1
H -2.4500 -7.5148 0.3706 -0.1 0.2 0.1
H -3.2667 -8.8266 1.1938 -0.2 0.2 0.1
H -1.8411 -8.5693 3.1741 0.0 0.0 0.0
H -0.8423 -8.6836 1.7461 0.0 0.0 0.1
H -0.1200 -6.8721 3.3173 -0.2 0.2 0.1
H -0.4259 -6.3379 1.6773 -0.2 0.1 0.1
H -3.0216 -5.2177 4.9483 0.0 -0.1 -0.1
H -1.3621 -5.7279 5.2356 0.0 0.1 -0.3
H -2.5469 -6.9179 4.8057 -0.1 0.1 -0.1
H -0.7025 -4.0186 2.1822 -0.2 -0.1 0.0
H -0.3004 -4.3259 3.8564 -0.2 -0.3 0.0
H -1.7918 -3.4643 3.4682 0.0 -0.1 -0.1
H -5.7313 -5.9942 1.3328 0.1 0.0 0.0
H -5.4371 -7.6111 0.6885 0.2 0.0 0.3
H -4.6244 -6.2415 -0.0303 0.1 0.1 0.2

| no. | energy (hartree) |
| --- | --- |
| 1 | -623.2976 |
| 2 | -1802.2918 |
| 3 | -6904.7934 |